50
Properties=species:S:1:pos:R:3:nbo_charge:R:1 method="wB97M-V/def2-TZVPD" smiles="CCCOC(=O)c1ccc(-n2nnnc2SCC(=O)N2CCCCC2)cc1" lumo_ev=0.0 relative_energy_ev=0.857 gap_ha=0.3335 e_tot_ha=-1597.400099
C -0.21 4.95 5.97 -0.6085
C 0.85 4.13 6.69 -0.4220
C 2.04 3.82 5.78 -0.0737
O 1.65 3.04 4.65 -0.5105
C 1.58 1.72 4.82 0.7814
O 1.85 1.16 5.86 -0.5959
C 1.14 1.01 3.60 -0.1726
C 1.09 -0.38 3.61 -0.1350
C 0.68 -1.08 2.50 -0.2252
C 0.30 -0.38 1.35 0.1440
N -0.11 -1.13 0.24 -0.2169
N 0.06 -2.47 0.20 -0.0618
N -0.40 -2.89 -0.89 -0.0413
N -0.89 -1.90 -1.63 -0.3656
C -0.71 -0.79 -0.94 0.1861
S -1.21 0.76 -1.48 0.3401
C -1.66 0.24 -3.16 -0.6217
C -0.40 -0.35 -3.81 0.6929
O 0.70 0.02 -3.42 -0.6415
N -0.57 -1.22 -4.81 -0.4363
C -1.82 -1.79 -5.26 -0.2073
C -2.00 -3.18 -4.67 -0.4216
C -0.83 -4.06 -5.10 -0.3960
C 0.49 -3.41 -4.69 -0.4123
C 0.57 -1.99 -5.26 -0.2223
C 0.34 1.01 1.32 -0.1953
C 0.76 1.70 2.44 -0.1563
H 0.19 5.91 5.66 0.1999
H -1.06 5.13 6.63 0.2124
H -0.57 4.42 5.09 0.2084
H 1.23 4.67 7.56 0.2090
H 0.43 3.18 7.03 0.2159
H 2.46 4.74 5.36 0.1880
H 2.81 3.28 6.33 0.2059
H 1.39 -0.90 4.51 0.2418
H 0.65 -2.16 2.49 0.2498
H -1.99 1.14 -3.69 0.2556
H -2.47 -0.48 -3.08 0.2482
H -2.66 -1.13 -5.01 0.2053
H -1.77 -1.86 -6.36 0.1949
H -2.95 -3.61 -4.99 0.2070
H -2.00 -3.11 -3.58 0.2284
H -0.91 -5.05 -4.64 0.2147
H -0.85 -4.19 -6.19 0.1886
H 1.34 -4.00 -5.04 0.2109
H 0.53 -3.35 -3.60 0.2195
H 1.48 -1.49 -4.91 0.2469
H 0.57 -2.02 -6.35 0.1860
H 0.06 1.55 0.43 0.2233
H 0.80 2.78 2.43 0.2347

51
Properties=species:S:1:pos:R:3:nbo_charge:R:1 method="wB97M-V/def2-TZVPD" smiles="CCOc1ccc(S(N)(=O)=O)cc1-c1nc2c(C(C)(C)C)nn(C)c2c(=O)[nH]1" lumo_ev=0.0 relative_energy_ev=1.498 gap_ha=0.3086 e_tot_ha=-1672.669080
C -2.07 -3.92 -2.12 -0.6410
C -1.01 -3.65 -1.06 -0.0614
O -1.58 -3.43 0.23 -0.5397
C -2.26 -2.25 0.38 0.3070
C -3.65 -2.28 0.38 -0.2383
C -4.38 -1.11 0.54 -0.1688
C -3.71 0.08 0.67 -0.3376
S -4.64 1.60 0.80 2.3049
N -4.61 2.11 -0.80 -1.0768
O -3.90 2.55 1.58 -0.9302
O -6.00 1.30 1.14 -0.9367
C -2.34 0.14 0.69 -0.1436
C -1.58 -1.03 0.56 -0.0821
C -0.12 -0.91 0.64 0.4078
N 0.42 0.21 0.29 -0.4805
C 1.77 0.28 0.41 0.1277
C 2.69 1.32 0.13 0.1376
C 2.38 2.69 -0.37 -0.0904
C 3.67 3.48 -0.58 -0.5942
C 1.62 2.57 -1.69 -0.5980
C 1.50 3.40 0.67 -0.5941
N 3.91 0.90 0.41 -0.2293
N 3.84 -0.36 0.84 -0.1292
C 5.01 -1.09 1.22 -0.4145
C 2.56 -0.79 0.86 -0.0271
C 1.98 -2.05 1.24 0.6409
O 2.53 -3.06 1.63 -0.6126
N 0.60 -1.99 1.10 -0.5968
H -1.58 -4.15 -3.07 0.2230
H -2.68 -4.77 -1.83 0.2144
H -2.71 -3.05 -2.26 0.2146
H -0.36 -4.51 -0.93 0.2002
H -0.40 -2.78 -1.35 0.1741
H -4.14 -3.23 0.27 0.2331
H -5.46 -1.12 0.55 0.2470
H -5.54 2.22 -1.18 0.4053
H -4.06 2.94 -0.93 0.4041
H -1.84 1.08 0.83 0.2593
H 3.45 4.48 -0.94 0.2046
H 4.22 3.56 0.35 0.2175
H 4.31 2.98 -1.31 0.2151
H 0.71 1.99 -1.54 0.2229
H 1.35 3.55 -2.07 0.2056
H 2.23 2.06 -2.44 0.2081
H 1.23 4.39 0.32 0.2065
H 2.02 3.49 1.62 0.2105
H 0.58 2.83 0.83 0.2178
H 4.71 -2.09 1.52 0.2474
H 5.51 -0.59 2.05 0.2114
H 5.71 -1.15 0.38 0.2115
H 0.09 -2.84 1.33 0.4430

48
Properties=species:S:1:pos:R:3:nbo_charge:R:1 method="wB97M-V/def2-TZVPD" lumo_ev=0.1 relative_energy_ev=3.249 gap_ha=0.3308 e_tot_ha=-1446.823589
N -7.02 1.97 -0.64 -0.2437
C -5.94 1.62 -0.39 0.2330
C -4.61 1.19 -0.03 -0.0599
N -4.22 -0.01 -0.09 -0.1565
N -2.90 -0.09 0.32 -0.4584
C -2.20 1.07 0.70 0.2710
N -1.00 1.23 1.06 -0.4970
C -0.12 0.08 1.27 -0.2234
C 0.94 0.00 0.15 -0.2219
C 1.86 -1.24 0.28 -0.4080
C 3.30 -0.70 0.30 -0.4052
C 3.21 0.74 0.78 -0.0438
N 4.44 1.48 0.47 -0.5854
C 4.66 2.57 -0.27 0.6192
O 3.81 3.22 -0.87 -0.5996
C 6.07 2.90 -0.27 -0.2050
C 7.25 3.20 -0.35 0.1760
C 8.67 3.57 -0.46 -0.3309
C 9.55 2.73 0.50 -0.3813
C 11.02 3.20 0.43 -0.3975
C 11.57 3.16 -1.01 -0.3982
C 10.65 3.89 -2.02 -0.3970
C 9.19 3.40 -1.91 -0.3818
C 1.91 1.20 0.10 -0.4066
S -3.39 2.39 0.51 0.3482
H -2.49 -1.01 0.26 0.4173
H 0.37 0.20 2.24 0.2010
H -0.66 -0.87 1.34 0.1583
H 0.42 -0.06 -0.81 0.2059
H 1.66 -1.79 1.19 0.2007
H 1.72 -1.93 -0.55 0.2167
H 3.97 -1.30 0.92 0.2059
H 3.73 -0.73 -0.71 0.2094
H 3.02 0.77 1.86 0.1884
H 5.28 1.14 0.90 0.3982
H 8.77 4.62 -0.18 0.2285
H 9.18 2.79 1.52 0.2138
H 9.51 1.68 0.21 0.1996
H 11.09 4.22 0.82 0.1947
H 11.64 2.58 1.09 0.2111
H 12.57 3.59 -1.04 0.2097
H 11.68 2.12 -1.32 0.1938
H 10.69 4.96 -1.84 0.1948
H 11.02 3.74 -3.03 0.2123
H 9.15 2.35 -2.21 0.2010
H 8.56 3.95 -2.62 0.2195
H 2.09 1.46 -0.95 0.2358
H 1.52 2.11 0.55 0.2371

49
Properties=species:S:1:pos:R:3:lowdin_spin:R:1 method="wB97M-V/def2-TZVPD" lumo_ev="-12.7 / -10.5" spin_multiplicity=2 total_charge=+3 gap_ha="0.1893 / 0.2692" e_tot_ha=-7340.419051
Fe -0.15 0.07 -0.09 1.4844
C 2.95 1.54 0.00 0.0019
C 1.82 2.13 -0.77 -0.0005
N 0.60 1.61 -0.86 -0.0259
C -0.24 2.34 -1.69 0.0040
C 0.34 3.44 -2.21 -0.0023
S 1.97 3.55 -1.68 -0.0020
C -1.56 1.75 -1.82 0.0058
C -2.66 2.09 -2.52 -0.0008
S -3.90 0.94 -2.22 -0.0015
C -2.91 0.05 -1.20 0.0003
N -1.69 0.58 -1.08 -0.0119
C -3.36 -1.20 -0.52 0.0001
H 2.64 0.60 0.48 0.0012
H 3.29 2.23 0.78 0.0003
H 3.80 1.34 -0.65 0.0002
H -0.08 4.17 -2.88 -0.0001
H -2.82 2.94 -3.16 0.0001
H -4.44 -1.31 -0.56 0.0000
H -3.06 -1.20 0.53 -0.0001
H -2.92 -2.08 -1.01 0.0002
C -1.25 -0.77 3.68 -0.0248
As 0.05 -0.18 2.39 -0.1141
C 0.62 1.54 3.05 -0.0294
C 1.58 -1.33 2.57 -0.0062
C 2.24 -1.40 3.79 -0.0050
C 3.39 -2.18 3.91 -0.0102
C 3.87 -2.89 2.83 -0.0006
C 3.22 -2.83 1.60 -0.0102
C 2.06 -2.06 1.48 -0.0102
As 1.04 -2.11 -0.15 -0.1565
C 2.09 -2.99 -1.50 -0.0369
C -0.39 -3.37 0.22 -0.0225
H -0.76 -0.67 4.65 -0.0063
H -1.53 -1.80 3.51 0.0002
H -2.13 -0.13 3.65 -0.0002
H 1.11 1.38 4.01 -0.0061
H -0.25 2.18 3.20 0.0001
H 1.31 2.02 2.37 -0.0001
H 1.87 -0.86 4.66 0.0003
H 3.91 -2.21 4.86 -0.0009
H 4.76 -3.49 2.93 -0.0003
H 3.61 -3.40 0.77 -0.0005
H 2.24 -4.01 -1.13 -0.0084
H 3.04 -2.48 -1.65 0.0002
H 1.53 -3.02 -2.43 -0.0001
H 0.09 -4.27 0.62 -0.0051
H -0.91 -3.61 -0.70 0.0001
H -1.09 -2.98 0.95 0.0003

56
Properties=species:S:1:pos:R:3:nbo_charge:R:1 method="wB97M-V/def2-TZVPD" lumo_ev=-0.1 relative_energy_ev=1.671 gap_ha=0.2789 e_tot_ha=-4559.457012
Ca 0.56 -0.73 -0.96 1.7727
C 3.10 3.37 1.34 -0.4220
N 3.28 1.99 0.91 -0.4701
C 4.54 1.81 0.21 -0.4152
C 2.13 1.37 0.28 0.3227
O 2.42 0.21 -0.35 -0.9363
C 1.09 1.17 1.43 -0.0939
O -0.08 0.43 1.02 -0.5995
C -0.66 -0.42 1.99 -0.1591
C -0.13 -1.86 1.84 0.6666
O 0.66 -2.10 0.93 -0.6998
N -0.54 -2.79 2.71 -0.3974
C -1.61 -2.56 3.67 -0.4112
C -0.12 -4.18 2.55 -0.4222
H 4.01 3.70 1.84 0.2079
H 2.30 3.47 2.08 0.1883
H 2.91 4.07 0.52 0.1865
H 5.35 2.02 0.91 0.1919
H 4.65 2.46 -0.66 0.1750
H 4.62 0.77 -0.11 0.2328
H 0.76 2.12 1.85 0.1853
H 1.64 0.59 2.18 0.2086
H -1.74 -0.41 1.84 0.2208
H -0.46 -0.04 3.00 0.2064
H -1.65 -1.51 3.97 0.2062
H -1.43 -3.15 4.56 0.2145
H -2.58 -2.85 3.25 0.2092
H 0.67 -4.22 1.80 0.2507
H -0.95 -4.78 2.20 0.2247
H 0.25 -4.55 3.50 0.1960
N 1.63 -0.50 -3.26 -0.8806
C 1.50 0.91 -3.69 -0.3478
C 0.32 1.54 -2.97 0.7950
O -0.75 1.75 -3.44 -0.5021
O 0.46 1.69 -1.56 -0.6472
H 2.60 -0.75 -3.20 0.3967
H 1.15 -1.15 -3.88 0.3961
H 1.30 1.02 -4.75 0.2200
H 2.41 1.44 -3.43 0.2468
Se -2.06 -4.80 -0.85 -0.3278
C -0.87 -3.59 -1.52 0.1313
N -0.16 -2.75 -1.91 -0.7414
O 2.31 3.00 -1.61 -0.5683
C 1.68 2.21 -1.00 0.7776
N -4.54 3.77 0.03 -0.2891
C -4.23 2.73 -0.34 0.2711
C -3.84 1.41 -0.79 -0.2177
C -4.78 0.51 -1.29 -0.0990
C -4.34 -0.73 -1.70 -0.2530
C -2.99 -1.02 -1.60 0.0765
N -2.08 -0.16 -1.12 -0.5127
C -2.51 1.04 -0.73 0.0992
H -5.83 0.79 -1.35 0.2334
H -5.02 -1.47 -2.08 0.2385
H -2.62 -1.99 -1.90 0.2382
H -1.76 1.72 -0.36 0.2261

67
Properties=species:S:1:pos:R:3:lowdin_spin:R:1 method="wB97M-V/def2-TZVPD" lumo_ev="-10.0 / -8.5" spin_multiplicity=4 total_charge=+2 gap_ha="0.2644 / 0.3194" e_tot_ha=-4017.905308
Mn -0.09 -0.08 -0.05 3.1603
C 1.74 -0.89 2.49 -0.0081
C 0.31 -0.73 3.01 -0.0058
N -0.67 -0.30 1.98 -0.0681
C -1.61 0.79 2.38 -0.0024
C -1.97 1.71 1.20 -0.0067
N -1.88 0.97 -0.06 -0.0760
C -2.15 1.73 -1.31 -0.0032
C -0.93 1.84 -2.24 -0.0065
C -0.42 0.56 -2.92 -0.0022
N 0.35 -0.34 -2.03 -0.0769
C 1.82 -0.35 -2.14 -0.0057
C 2.43 -1.21 -1.00 -0.0027
N 1.44 -1.52 0.06 -0.0710
C 1.99 -1.92 1.39 -0.0055
H 2.35 -1.20 3.35 0.0002
H 2.12 0.08 2.17 -0.0003
H 0.34 0.00 3.82 -0.0012
H -0.02 -1.69 3.44 -0.0020
H -1.25 -1.12 1.81 0.0003
H -1.17 1.40 3.17 0.0001
H -2.52 0.33 2.79 -0.0024
H -1.29 2.56 1.14 -0.0012
H -2.98 2.10 1.34 -0.0042
H -2.59 0.24 0.00 -0.0005
H -2.45 2.75 -1.05 -0.0020
H -2.97 1.25 -1.84 -0.0008
H -0.11 2.30 -1.71 -0.0003
H -1.22 2.54 -3.03 0.0003
H 0.20 0.86 -3.77 -0.0030
H -1.28 0.00 -3.31 -0.0002
H 0.05 -1.28 -2.27 -0.0001
H 2.18 0.67 -2.10 -0.0009
H 2.12 -0.77 -3.12 -0.0042
H 3.28 -0.68 -0.56 -0.0001
H 2.83 -2.15 -1.40 -0.0028
H 0.94 -2.36 -0.26 -0.0001
H 3.07 -2.05 1.30 -0.0031
H 1.54 -2.87 1.68 -0.0006
F -1.38 -2.78 -2.92 0.0007
C -1.46 -3.52 -1.80 0.0022
F -2.07 -4.64 -2.06 0.0005
F -0.17 -3.78 -1.48 0.0007
C -2.08 -2.66 -0.66 0.0010
O -1.30 -1.59 -0.39 0.0453
C -3.50 -2.18 -1.10 0.0018
F -3.37 -1.35 -2.15 0.0005
F -4.02 -1.42 -0.13 0.0008
F -4.33 -3.14 -1.41 0.0000
C -2.18 -3.54 0.63 0.0020
F -2.75 -2.81 1.60 0.0009
F -2.81 -4.67 0.49 0.0001
F -0.93 -3.76 1.05 0.0006
F 3.67 1.01 1.04 0.0004
C 3.43 2.12 0.34 0.0041
F 4.25 3.05 0.76 0.0011
F 3.72 1.82 -0.92 0.0005
C 1.91 2.51 0.48 0.0080
O 1.07 1.48 0.21 0.1275
C 1.67 3.10 1.92 0.0043
F 1.75 2.11 2.83 0.0003
F 0.43 3.57 2.03 0.0004
F 2.52 4.04 2.25 0.0013
C 1.68 3.71 -0.51 0.0034
F 0.40 4.11 -0.45 0.0005
F 2.45 4.74 -0.26 0.0004
F 1.89 3.30 -1.77 0.0005

52
Properties=species:S:1:pos:R:3:nbo_charge:R:1 method="wB97M-V/def2-TZVPD" smiles="COC(=O)[C@H](CCSC)NC(=O)N1CCN(c2cccc(C(F)(F)F)c2)CC1" lumo_ev=0.5 relative_energy_ev=0.031 gap_ha=0.3167 e_tot_ha=-1788.136825
C -5.95 -1.79 0.74 -0.2605
O -4.99 -0.77 0.98 -0.5124
C -4.78 0.07 -0.04 0.8307
O -5.46 0.13 -1.02 -0.6035
C -3.67 1.06 0.30 -0.1375
C -3.31 1.87 -0.95 -0.4299
C -2.45 3.10 -0.67 -0.5034
S -0.76 2.66 -0.14 0.1330
C 0.00 4.30 -0.23 -0.7312
N -2.55 0.33 0.86 -0.6426
C -2.17 -0.81 0.20 0.7996
O -2.86 -1.28 -0.69 -0.6714
N -1.05 -1.45 0.66 -0.4509
C -0.11 -0.96 1.63 -0.2176
C 1.12 -0.35 0.95 -0.2258
N 1.71 -1.35 0.08 -0.4421
C 3.06 -1.32 -0.20 0.1950
C 3.69 -2.43 -0.79 -0.2309
C 5.04 -2.44 -1.03 -0.1906
C 5.84 -1.36 -0.68 -0.2397
C 5.23 -0.27 -0.09 -0.0584
C 6.03 0.94 0.31 0.9641
F 7.33 0.87 -0.02 -0.3212
F 5.99 1.15 1.64 -0.3298
F 5.56 2.07 -0.25 -0.3295
C 3.87 -0.23 0.14 -0.2804
C 0.76 -1.84 -0.90 -0.2205
C -0.45 -2.45 -0.20 -0.2262
H -5.58 -2.46 -0.04 0.1983
H -6.06 -2.33 1.68 0.1916
H -6.90 -1.36 0.43 0.1935
H -4.05 1.73 1.09 0.2222
H -4.24 2.19 -1.42 0.2449
H -2.80 1.21 -1.65 0.2326
H -2.34 3.69 -1.58 0.2199
H -2.89 3.72 0.11 0.2042
H -0.05 4.66 -1.26 0.2167
H -0.53 4.98 0.43 0.2155
H 1.03 4.20 0.08 0.2340
H -1.85 0.90 1.31 0.4070
H -0.57 -0.23 2.30 0.2106
H 0.21 -1.82 2.23 0.2064
H 1.84 -0.07 1.72 0.2139
H 0.82 0.55 0.39 0.1928
H 3.10 -3.30 -1.05 0.2119
H 5.50 -3.31 -1.48 0.2172
H 6.91 -1.38 -0.86 0.2287
H 3.44 0.66 0.57 0.2246
H 1.24 -2.59 -1.54 0.2141
H 0.42 -1.01 -1.53 0.1864
H -1.20 -2.77 -0.92 0.2521
H -0.15 -3.30 0.42 0.1945

49
Properties=species:S:1:pos:R:3:nbo_charge:R:1 method="wB97M-V/def2-TZVPD" lumo_ev=-7.1 relative_energy_ev=0.074 total_charge=+2 gap_ha=0.2779 e_tot_ha=-1552.476818
Pt 0.93 0.10 1.07 0.9618
C 0.46 1.24 4.11 -0.6454
C 1.27 1.34 2.86 0.0225
C 2.44 0.56 2.64 -0.2432
C 3.14 0.71 1.43 -0.2134
C 2.98 1.89 0.61 -0.1919
C 1.87 2.64 0.79 -0.1603
C 0.91 2.20 1.79 -0.2585
H 0.84 1.96 4.84 0.2703
H 0.52 0.25 4.56 0.2450
H -0.59 1.48 3.93 0.2459
H 2.74 -0.20 3.35 0.2772
H 3.95 0.03 1.22 0.2656
H 3.72 2.12 -0.15 0.2670
H 1.65 3.52 0.20 0.2676
H -0.04 2.72 1.87 0.2670
O -2.32 4.72 -2.87 -0.7208
C -3.47 3.94 -2.65 0.0964
N -2.97 2.73 -2.02 -0.6146
C -3.69 2.04 -1.11 0.6532
O -4.82 2.31 -0.76 -0.5597
C -2.98 0.89 -0.44 -0.1371
C -3.73 -0.20 0.00 -0.0571
C -3.09 -1.22 0.69 -0.2301
C -1.74 -1.11 0.95 0.0778
N -1.03 -0.05 0.56 -0.4608
C -1.63 0.93 -0.13 0.0500
H -2.53 5.42 -3.50 0.4927
H -3.98 3.70 -3.59 0.1730
H -4.18 4.40 -1.97 0.1971
H -2.14 2.33 -2.43 0.4018
H -4.79 -0.21 -0.19 0.2723
H -3.64 -2.09 1.03 0.2602
H -1.21 -1.88 1.50 0.2293
H -1.02 1.78 -0.42 0.2232
O 1.04 -1.66 0.01 -0.9509
S 2.41 -2.37 -0.25 1.1827
C 2.03 -4.12 0.05 -0.5709
C 2.12 -4.84 -1.30 -0.4165
C 1.67 -3.83 -2.35 -0.4173
C 2.47 -2.57 -2.04 -0.5740
H 1.01 -4.10 0.43 0.2589
H 2.69 -4.50 0.82 0.2668
H 1.51 -5.74 -1.29 0.2605
H 3.15 -5.15 -1.49 0.2297
H 0.60 -3.63 -2.27 0.2237
H 1.88 -4.17 -3.37 0.2608
H 2.10 -1.64 -2.48 0.2656
H 3.53 -2.68 -2.29 0.2573

48
Properties=species:S:1:pos:R:3:nbo_charge:R:1 method="wB97M-V/def2-TZVPD" lumo_ev=0.6 relative_energy_ev=1.196 gap_ha=0.3219 e_tot_ha=-1433.734620
C -2.25 5.83 -0.41 -0.6075
C -2.31 4.40 0.10 -0.3921
C -0.96 3.68 0.05 -0.4017
H -1.05 2.72 0.56 0.2083
C -0.48 3.42 -1.38 -0.2271
N 0.77 2.69 -1.39 -0.6308
C 0.83 1.37 -1.58 0.6736
O -0.12 0.67 -1.88 -0.6258
C 2.23 0.79 -1.47 -0.7065
H 2.79 1.02 -2.38 0.2527
H 2.17 -0.29 -1.36 0.2614
S 3.29 1.43 -0.10 1.2607
O 3.27 2.90 -0.23 -1.0012
C 2.12 1.10 1.33 -0.6094
C 1.78 -0.33 1.42 0.0174
C 2.38 -1.36 2.10 0.2750
O 1.69 -2.49 1.81 -0.4095
C 0.71 -2.11 0.96 0.4798
N 0.74 -0.84 0.71 -0.4636
C -0.22 -3.06 0.39 -0.0692
C -0.27 -4.38 0.83 -0.1841
C -1.17 -5.26 0.26 -0.2247
C -2.04 -4.84 -0.74 0.0027
C -1.98 -3.52 -1.17 -0.2178
C -1.08 -2.63 -0.62 -0.1688
H -1.02 -1.60 -0.96 0.2575
H -2.65 -3.19 -1.96 0.2129
C -3.00 -5.80 -1.37 -0.6292
H -3.25 -6.61 -0.68 0.2158
H -3.92 -5.30 -1.66 0.2185
H -2.56 -6.24 -2.26 0.2227
H -1.21 -6.28 0.61 0.2092
H 0.40 -4.71 1.61 0.2178
C 3.54 -1.43 3.02 -0.6572
H 3.28 -1.96 3.93 0.2314
H 3.88 -0.42 3.27 0.2288
H 4.37 -1.97 2.54 0.2304
H 2.65 1.46 2.21 0.2405
H 1.23 1.69 1.14 0.2542
H 1.60 3.17 -1.06 0.4321
H -1.21 2.81 -1.91 0.2253
H -0.33 4.36 -1.92 0.1931
H -0.21 4.28 0.58 0.1938
H -3.04 3.83 -0.48 0.1977
H -2.65 4.40 1.14 0.2018
H -2.01 5.87 -1.46 0.1999
H -3.21 6.32 -0.26 0.2104
H -1.50 6.40 0.14 0.2006